1.
{
  "formula": "C3H5NO2",
  "method": "ωB97M-V with the def2-TZVPD basis set",
  "total_charge": 0,
  "lumo_energy_ev": 1.018,
  "orbital_gap_ev": 10.51,
  "smiles": "C1CN2O[C@@H]2O1",
  "elements": ["O", "O", "N", "C", "C", "C", "H", "H", "H", "H", "H"],
  "xyz": [[1.103, -0.596, -1.405], [-0.018, 1.262, -0.586], [0.027, -1.108, -0.665], [0.184, -0.649, 0.757], [-0.344, 0.795, 0.720], [-0.052, 0.143, -1.408], [0.248, 1.264, 1.573], [-0.392, 0.278, -2.376], [-1.411, 0.718, 0.820], [-0.502, -1.286, 1.366], [1.157, -0.820, 1.206]]
}


2.
{
  "formula": "C5H13N2",
  "method": "ωB97M-V with the def2-TZVPD basis set",
  "total_charge": 1,
  "lumo_energy_ev": -3.153,
  "orbital_gap_ev": 9.14,
  "elements": ["N", "N", "C", "C", "C", "C", "C", "H", "H", "H", "H", "H", "H", "H", "H", "H", "H", "H", "H", "H"],
  "xyz": [[1.747, 0.493, 0.359], [-1.079, 0.747, -0.919], [0.935, -0.374, 0.944], [-1.911, -1.593, 0.093], [-1.076, -0.283, 0.149], [2.747, 0.239, -0.575], [-1.588, 1.177, 0.389], [1.573, 1.418, 0.762], [0.680, -0.006, 1.974], [-1.896, 0.514, -1.629], [2.402, -0.725, -1.149], [-1.502, -2.419, -0.678], [2.798, 0.966, -1.382], [-0.251, 1.191, -1.438], [-2.607, 1.471, 0.290], [-0.975, 1.771, 1.039], [-2.908, -1.340, -0.134], [-1.893, -1.995, 1.069], [3.755, 0.179, -0.104], [1.048, -1.432, 0.942]]
}


3.
{
  "formula": "C18H13N3O5",
  "method": "ωB97M-V with the def2-TZVPD basis set",
  "total_charge": 0,
  "lumo_energy_ev": -0.422,
  "orbital_gap_ev": 8.01,
  "smiles": "O=C(CN1C(=O)C(=O)N(Cc2ccco2)C1=O)c1c[nH]c2ccccc12",
  "elements": ["O", "O", "O", "O", "O", "N", "N", "N", "C", "C", "C", "C", "C", "C", "C", "C", "C", "C", "C", "C", "C", "C", "C", "C", "C", "C", "H", "H", "H", "H", "H", "H", "H", "H", "H", "H", "H", "H", "H"],
  "xyz": [[-1.666, 1.782, -2.489], [-0.477, 1.132, 3.688], [0.168, -1.883, -2.384], [-2.281, -1.968, 0.008], [-1.496, 2.492, 0.460], [-2.058, -0.279, -1.556], [-1.911, 0.230, 0.610], [2.150, -0.321, 0.242], [2.271, 2.274, 2.676], [-1.110, -2.192, -2.703], [0.918, -0.506, 0.771], [-1.706, 1.424, -0.041], [-2.109, -0.817, -0.277], [-0.481, 0.586, 2.609], [4.024, 1.287, 0.675], [4.381, 2.342, 1.489], [1.892, 1.203, 1.871], [-2.114, -1.088, -2.761], [2.771, 0.724, 0.878], [-1.797, 1.070, -1.534], [3.516, 2.827, 2.473], [0.056, -4.083, -2.704], [-1.803, 0.039, 2.038], [0.697, 0.406, 1.782], [0.862, -3.037, -2.388], [-1.233, -3.533, -2.905], [-2.127, -4.063, -3.162], [0.336, -5.114, -2.780], [0.302, -1.318, 0.432], [2.545, -0.863, -0.509], [-1.909, -0.401, -3.589], [1.599, 2.644, 3.433], [-1.871, -1.036, 2.228], [3.838, 3.656, 3.086], [-3.111, -1.519, -2.877], [4.689, 0.914, -0.090], [5.348, 2.805, 1.362], [1.908, -2.984, -2.157], [-2.623, 0.549, 2.552]]
}


4.
{
  "formula": "C5H7NO",
  "method": "ωB97M-V with the def2-TZVPD basis set",
  "total_charge": 0,
  "lumo_energy_ev": 0.733,
  "orbital_gap_ev": 11.20,
  "smiles": "C[C@H](C#N)CC=O",
  "elements": ["O", "N", "C", "C", "C", "C", "C", "H", "H", "H", "H", "H", "H", "H"],
  "xyz": [[-1.240, -1.744, 1.497], [0.327, -1.488, -2.516], [-0.923, 0.283, 0.254], [0.358, -0.957, -1.487], [-1.621, -0.630, 1.238], [0.451, -0.256, -0.197], [1.501, 0.857, -0.284], [0.784, -1.002, 0.535], [-2.511, -0.193, 1.744], [2.483, 0.456, -0.553], [-1.602, 0.446, -0.594], [-0.806, 1.280, 0.702], [1.213, 1.601, -1.033], [1.585, 1.348, 0.692]]
}


5.
{
  "formula": "H20O10Xe",
  "method": "ωB97M-V with the def2-TZVPD basis set",
  "total_charge": 0,
  "lumo_energy_ev": -0.270,
  "orbital_gap_ev": 9.68,
  "elements": ["Xe", "O", "O", "O", "O", "O", "O", "O", "O", "O", "O", "H", "H", "H", "H", "H", "H", "H", "H", "H", "H", "H", "H", "H", "H", "H", "H", "H", "H", "H", "H"],
  "xyz": [[14.228, 18.655, 6.443], [15.767, 19.987, 2.549], [14.946, 18.084, 10.152], [11.593, 17.559, 4.661], [15.401, 22.229, 5.929], [17.874, 18.406, 6.214], [12.727, 20.170, 9.692], [12.815, 19.856, 3.400], [11.702, 15.019, 6.466], [13.711, 22.356, 8.426], [17.136, 20.653, 7.739], [12.899, 20.892, 10.297], [17.201, 17.862, 6.623], [13.768, 19.794, 3.334], [10.809, 17.863, 5.118], [13.024, 22.883, 8.833], [17.420, 20.579, 8.651], [17.665, 20.007, 7.271], [17.650, 18.404, 5.283], [14.359, 17.379, 10.426], [12.544, 19.015, 3.768], [13.373, 21.461, 8.452], [15.544, 17.670, 9.529], [16.072, 21.703, 6.365], [16.392, 20.107, 1.834], [16.211, 19.398, 3.159], [11.097, 15.732, 6.671], [14.622, 22.125, 6.475], [13.507, 19.618, 9.750], [12.502, 15.459, 6.178], [11.290, 16.823, 4.129]]
}


6.
{
  "formula": "C3H6HoO3",
  "method": "ωB97M-V with the def2-TZVPD basis set",
  "total_charge": 2,
  "spin_multiplicity": 6,
  "lumo_energy_ev": [-10.392, -10.844],
  "s2": 8.757,
  "orbital_gap_ev": [7.32, 9.19],
  "elements": ["Ho", "O", "O", "O", "C", "C", "C", "H", "H", "H", "H", "H", "H"],
  "xyz": [[-0.128, 1.378, 0.044], [1.997, -1.440, -0.214], [-1.269, -0.644, 0.078], [1.570, 2.141, 0.998], [-2.674, -0.938, 0.110], [-0.424, -1.781, 0.027], [0.885, -1.302, -0.550], [-2.906, -1.687, -0.658], [-3.204, -0.005, -0.099], [2.478, 1.843, 0.961], [-0.245, -2.189, 1.035], [-0.843, -2.559, -0.633], [-2.943, -1.309, 1.107]]
}


7.
{
  "formula": "C29H49BN7NiO2",
  "method": "ωB97M-V with the def2-TZVPD basis set",
  "total_charge": 1,
  "spin_multiplicity": 3,
  "lumo_energy_ev": [-2.205, -2.688],
  "s2": 2.004,
  "orbital_gap_ev": [9.09, 8.60],
  "elements": ["Ni", "O", "O", "N", "N", "N", "N", "N", "N", "N", "C", "C", "C", "C", "C", "C", "C", "C", "C", "C", "C", "C", "C", "C", "C", "C", "C", "C", "C", "C", "C", "C", "C", "C", "C", "C", "C", "C", "C", "B", "H", "H", "H", "H", "H", "H", "H", "H", "H", "H", "H", "H", "H", "H", "H", "H", "H", "H", "H", "H", "H", "H", "H", "H", "H", "H", "H", "H", "H", "H", "H", "H", "H", "H", "H", "H", "H", "H", "H", "H", "H", "H", "H", "H", "H", "H", "H", "H", "H"],
  "xyz": [[-0.231, -0.478, 0.630], [0.346, 0.407, 2.268], [0.830, 1.980, 3.760], [1.231, -0.394, -1.796], [-0.996, -1.561, -1.850], [2.590, 3.221, 2.487], [-1.114, -1.820, -0.524], [-0.923, 0.940, -1.724], [-1.271, 0.971, -0.408], [1.472, -0.731, -0.501], [-4.416, 2.179, 0.566], [-1.505, -4.956, 1.046], [-1.791, -2.954, -0.377], [1.274, 2.835, 0.502], [-3.621, -3.615, 1.150], [0.956, 1.432, 2.663], [-1.662, -2.553, -4.034], [-2.686, 3.782, 1.405], [-2.941, 2.329, 0.982], [-1.502, -2.694, 2.096], [2.374, -0.443, -2.504], [-1.485, 1.972, -2.375], [2.772, -1.016, -0.397], [-2.110, 2.003, -0.242], [-2.229, 2.686, -1.460], [-2.694, 1.409, 2.171], [-2.099, -3.544, 0.975], [-1.312, 2.211, -3.834], [2.073, 4.125, 0.350], [2.450, -0.144, -3.961], [2.446, -1.847, 1.952], [3.449, -1.589, 0.827], [4.053, -2.946, 0.421], [-1.609, -2.536, -2.547], [2.373, 4.527, 1.786], [4.591, -0.656, 1.306], [3.381, -0.839, -1.645], [-2.131, -3.442, -1.644], [1.939, 2.120, 1.684], [-0.224, -0.302, -2.316], [4.492, -3.427, 1.296], [-1.779, 1.421, -4.421], [3.285, -3.605, 0.016], [-2.959, 4.483, 0.618], [4.589, 0.298, 0.780], [-1.700, -3.153, 3.064], [5.566, -1.106, 1.123], [-3.278, 4.019, 2.288], [1.742, -2.627, 1.663], [-0.411, -2.620, 2.009], [1.911, -0.888, -4.546], [1.886, -0.951, 2.232], [2.974, -2.191, 2.841], [-4.652, 1.134, 0.362], [-1.946, -1.695, 2.127], [-4.065, -2.621, 1.098], [-4.645, 2.757, -0.327], [-1.635, 3.942, 1.653], [-2.683, 0.359, 1.870], [2.694, 1.409, 1.358], [3.004, 3.938, -0.189], [-1.739, -5.413, 2.007], [-3.869, -4.053, 2.116], [4.522, -0.463, 2.376], [-1.912, -5.591, 0.261], [2.021, 0.830, -4.191], [-3.506, 1.527, 2.888], [4.410, -1.002, -1.900], [0.233, 3.057, 0.736], [-0.422, -4.930, 0.931], [-2.830, 3.553, -1.664], [3.255, 5.153, 1.901], [-0.220, -0.236, -3.502], [1.525, 5.020, 2.261], [-1.778, 3.156, -4.103], [1.287, 2.216, -0.393], [-1.769, 1.632, 2.690], [4.834, -2.831, -0.328], [1.526, 4.901, -0.181], [3.490, -0.148, -4.279], [-4.074, -4.228, 0.373], [3.575, 3.041, 2.663], [-0.661, -2.583, -4.464], [-2.205, -3.434, -4.369], [-0.261, 2.253, -4.112], [-5.061, 2.525, 1.374], [-2.681, -4.334, -1.881], [-2.166, -1.670, -4.423], [2.039, 3.106, 3.413]]
}


8.
{
  "formula": "C21H24N4O3S2",
  "method": "ωB97M-V with the def2-TZVPD basis set",
  "total_charge": 0,
  "lumo_energy_ev": 0.461,
  "orbital_gap_ev": 8.75,
  "smiles": "CCCN(CCC)C(=O)CSc1nc2ccsc2c(=O)n1NC(=O)c1ccccc1",
  "elements": ["S", "S", "O", "O", "O", "N", "N", "N", "N", "C", "C", "C", "C", "C", "C", "C", "C", "C", "C", "C", "C", "C", "C", "C", "C", "C", "C", "C", "C", "C", "H", "H", "H", "H", "H", "H", "H", "H", "H", "H", "H", "H", "H", "H", "H", "H", "H", "H", "H", "H", "H", "H", "H", "H"],
  "xyz": [[0.010, 1.679, 0.294], [-1.773, -3.722, 2.593], [-0.211, 1.201, -2.484], [1.070, -2.210, 3.036], [2.370, -1.097, -0.086], [-2.318, 1.829, -2.949], [0.430, -0.497, 1.687], [1.708, 0.032, 1.762], [-1.675, -0.335, 0.661], [-4.494, 0.355, -1.373], [-1.267, 1.668, -2.115], [4.044, -0.017, 1.232], [-3.229, -3.397, 1.734], [-2.109, 1.472, -4.344], [-3.216, -2.224, 1.053], [-1.310, 2.245, -6.603], [-0.494, 0.127, 0.898], [4.529, -0.091, 2.534], [-1.462, 2.125, -0.669], [-4.714, 1.342, -2.511], [-1.986, -1.538, 1.212], [2.665, -0.450, 0.886], [0.207, -1.740, 2.329], [6.649, 0.750, 1.787], [5.831, 0.290, 2.805], [4.877, 0.420, 0.207], [-1.100, -2.234, 2.031], [-3.604, 2.397, -2.610], [6.172, 0.812, 0.487], [-1.495, 2.625, -5.141], [6.210, 0.223, 3.815], [-4.028, -4.111, 1.784], [-3.533, 2.938, -1.666], [-1.543, 3.211, -0.613], [1.995, 0.357, 2.677], [-3.870, 3.119, -3.390], [-4.546, 0.857, -0.409], [7.663, 1.050, 2.005], [-4.776, 0.794, -3.453], [-0.529, 2.874, -4.699], [-4.029, -1.851, 0.460], [-0.654, 1.382, -6.688], [-2.266, 1.997, -7.061], [-3.066, 1.180, -4.780], [-1.430, 0.617, -4.371], [-2.139, 3.505, -5.068], [-2.307, 1.637, -0.190], [4.489, 0.451, -0.800], [-5.663, 1.863, -2.370], [3.909, -0.485, 3.327], [6.814, 1.160, -0.308], [-3.522, -0.125, -1.463], [-0.867, 3.069, -7.157], [-5.263, -0.414, -1.397]]
}


The calculation returns the following maximum force values, one per record and in order: 2.9 3.9 1.0 1.3 0.7 4.4 0.8 1.1 eV/A.
The calculation returns the following E_tot values, one per record and in order: -322.42349 -307.43317 -1234.25305 -324.69481 -1093.73090 -1290.91850 -3201.37270 -2055.79033 hartree.
The calculation returns the following energy above the lowest of the compared OMol25 structures with the same formula, charge and spin values, one per record and in order: 396.1 494.7 0.0 77.9 99.6 120.4 0.0 110.7 kJ/mol.